Record 1
Molecular formula: C8H53ClN5O20
Method: DFT, ωB97M-V/def2-TZVPD

```
! RIJCOSX wB97M-V def2-TZVPD def2/J DEFGRID3
* xyz 1 1
N 3.051 1.228 0.946
C 3.509 1.179 -0.410
O 4.639 1.488 -0.705
C 2.526 0.694 -1.466
C 1.365 1.683 -1.706
N 0.177 0.958 -2.159
C -0.620 0.316 -1.312
N -1.693 -0.355 -1.737
C -2.255 -0.862 -0.632
C -3.485 -1.684 -0.612
C -4.003 -2.017 -2.010
C -2.976 -2.780 -2.858
Cl -2.021 -3.901 -1.850
N -1.548 -0.502 0.417
N -0.488 0.252 0.024
H 2.867 0.289 1.300
H 2.189 1.766 0.987
H 3.071 0.579 -2.396
H 2.174 -0.294 -1.166
H 1.122 2.294 -0.832
H 1.597 2.352 -2.524
H -0.022 0.948 -3.144
H -4.235 -1.090 -0.087
H -3.370 -2.594 -0.034
H -4.265 -1.100 -2.529
H -4.893 -2.631 -1.925
H -2.329 -2.067 -3.349
H -3.490 -3.297 -3.660
H -1.747 -0.729 1.388
H 0.205 0.672 0.619
O -2.001 -2.590 2.301
H -1.567 -3.110 1.608
H -1.460 -2.750 3.085
O -2.769 -5.738 3.107
H -2.589 -4.903 2.666
H -3.594 -6.044 2.707
O 5.553 4.499 -1.103
H 5.370 3.589 -0.841
H 5.488 4.489 -2.063
O 1.733 4.022 1.354
H 2.533 3.597 1.687
H 2.090 4.713 0.776
O 2.349 -1.879 1.800
H 2.825 -2.123 2.600
H 2.066 -2.720 1.431
O -1.886 3.818 -1.983
H -2.425 3.568 -2.748
H -1.419 3.012 -1.741
O 0.205 -4.195 0.800
H -0.216 -4.510 -0.007
H 0.605 -4.981 1.190
O 5.629 2.307 2.377
H 5.783 3.150 1.938
H 4.887 1.913 1.896
O -4.387 4.657 -3.038
H -5.211 5.114 -3.223
H -4.018 5.151 -2.301
O -5.935 -5.630 2.558
H -6.354 -4.766 2.512
H -6.439 -6.103 3.229
O -4.918 1.274 -0.505
H -5.585 1.875 -0.158
H -4.169 1.848 -0.697
O -5.582 7.007 -1.909
H -6.410 7.460 -2.099
H -5.209 7.499 -1.171
O 3.451 -4.316 2.137
H 3.664 -4.192 1.205
H 3.434 -5.274 2.245
O 0.638 3.495 -3.997
H -0.089 4.003 -3.608
H 1.290 4.161 -4.241
O 2.839 5.759 -0.924
H 2.583 4.957 -1.390
H 3.803 5.688 -0.850
O 6.839 0.847 4.968
H 5.992 0.468 5.213
H 6.627 1.449 4.241
O 9.751 0.563 4.291
H 8.795 0.668 4.381
H 10.030 0.226 5.146
O -3.868 -3.766 -5.756
H -3.633 -3.693 -6.686
H -4.067 -4.700 -5.637
O -1.857 -6.278 5.766
H -2.163 -7.142 6.055
H -2.082 -6.239 4.824
*
```

Output
**HOMO level**: -11.75 eV
**LUMO**: -2.46 eV



Record 2
Molecular formula: C8H56FN2O23P
Method: DFT, ωB97M-V/def2-TZVPD

```
! RIJCOSX wB97M-V def2-TZVPD def2/J DEFGRID3
* xyz 0 1
C 0.766 5.195 0.161
C 1.892 5.722 1.072
C 1.643 5.537 2.602
C 2.772 4.741 3.300
N 2.514 3.290 3.478
C 3.378 2.439 2.741
F 4.683 2.786 2.813
O 2.817 2.427 1.400
C 1.621 1.751 1.648
O 0.549 1.958 1.186
O 1.872 0.774 2.580
C 3.238 0.945 3.015
C 3.394 0.448 4.441
P 4.276 -0.165 1.889
N 5.412 0.559 1.088
H 0.995 4.200 -0.185
H -0.200 5.197 0.660
H 0.674 5.797 -0.734
H 1.983 6.783 0.857
H 2.805 5.194 0.808
H 0.670 5.102 2.807
H 1.722 6.539 3.024
H 3.675 4.938 2.728
H 2.894 5.172 4.292
H 2.504 3.035 4.457
H 2.529 0.722 5.044
H 4.329 0.773 4.888
H 3.398 -0.642 4.432
H 3.367 -0.723 0.975
H 4.857 -1.155 2.705
H 6.334 0.197 1.297
O 2.975 -2.231 -0.660
H 2.399 -3.007 -0.665
H 3.167 -2.073 -1.589
O -2.040 2.394 -0.224
H -1.961 2.107 -1.142
H -1.343 1.894 0.218
O -0.993 0.790 -2.633
H -0.916 0.503 -3.549
H -0.284 0.318 -2.186
O 0.592 -1.875 2.974
H 0.883 -0.968 3.133
H 0.184 -1.833 2.103
O 0.238 -4.036 -0.334
H 0.247 -4.430 0.543
H -0.456 -3.364 -0.281
O 0.703 4.552 -2.730
H 0.179 3.744 -2.767
H 0.850 4.777 -3.654
O -2.514 -0.654 -4.838
H -3.097 -0.421 -4.096
H -2.396 0.172 -5.328
O 8.134 -0.118 -0.221
H 8.952 0.376 -0.334
H 7.544 0.229 -0.899
O 1.363 -0.443 -3.711
H 2.117 -0.236 -4.272
H 1.309 -1.406 -3.725
O -0.981 1.455 -6.252
H -0.942 1.145 -7.163
H -0.257 0.993 -5.812
O -3.736 -1.566 -2.551
H -4.374 -1.855 -1.889
H -3.164 -2.330 -2.675
O 7.025 -2.987 0.100
H 7.352 -2.087 0.228
H 6.528 -2.941 -0.721
O -2.670 -3.374 0.405
H -2.666 -3.761 1.294
H -3.358 -2.683 0.451
O -3.770 -6.252 -0.237
H -3.450 -5.350 -0.109
H -4.249 -6.215 -1.071
O -6.519 -5.946 1.256
H -5.761 -5.955 0.656
H -6.862 -6.843 1.228
O -5.156 -3.042 0.136
H -5.020 -3.298 1.059
H -6.016 -2.598 0.142
O -4.773 1.647 -1.006
H -4.934 1.809 -1.939
H -3.949 2.118 -0.809
O -3.955 -2.708 -6.901
H -3.686 -2.055 -6.240
H -3.888 -3.550 -6.443
O -3.864 -3.498 2.715
H -3.623 -2.829 3.367
H -3.785 -4.338 3.183
O -7.862 -1.898 1.421
H -7.729 -2.157 2.338
H -8.716 -1.456 1.418
*
```

Output
**HOMO level**: -8.53 eV
**Relative energy (zero: lowest compared OMol25 entry of this formula, charge and spin)**: 0.0 kJ/mol
**LUMO**: -0.20 eV



Record 3
Molecular formula: C8H5ClNO4
Method: DFT, ωB97M-V/def2-TZVPD

```
! RIJCOSX wB97M-V def2-TZVPD def2/J DEFGRID3
* xyz -1 1
C 2.127 -1.146 -0.561
C 1.542 -1.222 0.707
C 1.709 -0.163 -1.468
C 0.608 -0.183 1.100
C 0.803 0.791 -1.063
C 0.135 0.856 0.239
C -1.505 -1.384 -1.367
C -0.651 1.970 0.708
N -2.335 1.094 1.969
O -1.185 -2.191 -0.618
O -2.873 0.091 1.527
O -1.918 -0.593 -2.078
O -2.572 1.668 3.021
Cl -1.588 2.820 -0.559
H 2.730 -1.924 -0.992
H 1.886 -1.949 1.451
H 2.181 0.200 -2.372
H 0.311 -0.268 2.110
H 0.594 1.532 -1.753
*
```

Output
**HOMO level**: -3.38 eV
**Relative energy (zero: lowest compared OMol25 entry of this formula, charge and spin)**: 37.9 kJ/mol
**LUMO**: 3.29 eV



Record 4
Molecular formula: C8H5FeN2O5
Method: DFT, ωB97M-V/def2-TZVPD

```
! RIJCOSX wB97M-V def2-TZVPD def2/J DEFGRID3
* xyz 1 5
O -2.141 1.499 -2.142
C -1.509 0.645 -1.697
Fe -0.213 -0.621 -0.886
O -2.362 -2.449 -0.179
C -1.520 -1.771 -0.606
C 0.970 -1.914 -0.399
O 1.866 -2.608 -0.155
C 1.338 0.226 -1.913
O 2.576 0.109 -1.929
C 0.500 -0.962 -2.585
O 0.540 -1.403 -3.687
H 0.764 1.215 -1.906
N 0.617 1.108 2.626
C -0.761 1.301 2.637
C -1.230 0.782 1.456
N -0.133 0.264 0.755
C 0.967 0.484 1.487
H 1.269 1.366 3.359
H -1.291 1.766 3.446
H -2.239 0.736 1.070
H 1.994 0.226 1.249
*
```

Output
**HOMO level (alpha / beta)**: -11.24 / -13.58 eV
**Relative energy (zero: lowest compared OMol25 entry of this formula, charge and spin)**: 31.0 kJ/mol
**LUMO (alpha / beta)**: -4.15 / -6.20 eV
**⟨S²⟩**: 6.063